Here is a cluster of 2 separate species, C4H9NO2 in total from OMol25. Energies are from the ωB97M-V functional and the def2-TZVPD basis.

Element x y z (Å)
C1 2.8624 -0.7560 -0.0222
C2 -0.2530 1.3626 1.0120
O1 2.2633 0.3189 -0.7023
N1 -0.5647 0.4098 0.2687
H1 2.7932 -1.6858 -0.5971
H2 2.4076 -0.9156 0.9611
H3 3.9128 -0.5003 0.1090
H4 -0.8650 1.7108 1.8446
H5 0.6787 1.8810 0.8204
C3 -2.6421 -0.0741 -0.8112
C4 -1.6168 -0.4636 0.2320
O2 -1.6351 -1.4945 0.8571
H6 1.3174 0.1382 -0.7817
H7 -3.4157 -0.8351 -0.8525
H8 -2.1618 0.0156 -1.7827
H9 -3.0811 0.8881 -0.5551

Values from the calculation:
- Structure (SMILES): C=NC(C)=O.CO
- LUMO energy: 0.6702 eV

Here is a structure of composition C32H32AgF6N4O3SeSi from OMol25. Energies are from the ωB97M-V functional and the def2-TZVPD basis.

Element x y z (Å)
Ag1 -0.4715 -1.5152 -2.4146
F1 -3.7467 -0.1817 3.0272
C1 -2.8649 0.4757 2.2102
C2 -2.9778 0.3766 0.8569
C3 -2.0488 1.0230 0.0454
C4 -2.1401 0.8087 -1.4261
O1 -2.9869 0.0463 -1.8658
C5 -1.1628 1.5603 -2.2029
C6 -0.2571 2.3183 -1.5636
N1 -0.1077 2.3988 -0.1973
C7 1.0154 3.1081 0.3465
C8 2.3438 2.9074 -0.3081
C9 2.0854 2.3153 1.0453
C10 -1.0142 1.7690 0.6198
C11 -0.9307 1.8637 2.0169
C12 -1.8453 1.2147 2.8094
N2 -1.6529 1.2321 4.2336
C13 -2.7676 1.7290 5.0118
C14 -2.3003 1.9733 6.4333
N3 -1.7579 0.6790 6.9881
C15 -0.6433 0.1263 6.1259
C16 -1.1790 -0.0452 4.7291
C17 -0.9522 1.3867 -3.7084
O2 -0.7347 2.4233 -4.3553
O3 -0.9715 0.1944 -4.0912
H1 -3.7462 -0.2225 0.3823
H2 0.4705 2.8733 -2.1392
H3 0.7940 4.1026 0.7230
H4 2.9993 3.7613 -0.4042
H5 2.3538 2.2117 -1.1336
H6 2.5551 2.7691 1.9091
H7 1.9511 1.2386 1.0897
H8 -0.1352 2.4151 2.4964
H9 -3.6296 1.0413 5.0250
H10 -3.1128 2.6758 4.5977
H11 -3.1064 2.3047 7.0850
H12 -1.4789 2.6870 6.4554
H13 -2.5132 -0.0096 7.0036
H14 -1.4409 0.8087 7.9470
H15 -0.3202 -0.8162 6.5640
H16 0.1650 0.8546 6.1561
H17 -1.9689 -0.8176 4.7291
H18 -0.3810 -0.4171 4.0841
F2 -0.9431 -0.2232 -8.6732
C18 -0.9543 -1.0180 -7.5903
C19 -2.1439 -1.4826 -7.0730
F3 -3.3002 -1.1330 -7.6571
C20 -2.1399 -2.3000 -5.9605
F4 -3.3318 -2.6923 -5.5001
C21 -0.9694 -2.6902 -5.3223
Se1 -0.9810 -3.7021 -3.7021
C22 0.2085 -2.2316 -5.8939
F5 1.3976 -2.5647 -5.3666
C23 0.2291 -1.4032 -6.9984
F6 1.3964 -0.9654 -7.5041
C24 4.2127 -0.1953 -1.1473
Si1 2.5962 -0.9347 -1.8522
C25 2.2877 0.0982 -3.3825
C26 3.0419 -2.6993 -2.2924
N4 1.1938 -0.8991 -0.8629
C27 1.0331 -1.3435 0.3946
C28 -0.2329 -1.8342 0.8547
C29 -0.3942 -2.4161 2.0968
C30 0.6722 -2.5198 3.0007
C31 1.9022 -1.9871 2.6140
C32 2.0810 -1.4086 1.3692
H19 4.9007 -0.0480 -1.9883
H20 4.7219 -0.8525 -0.4354
H21 4.0781 0.7774 -0.6691
H22 3.1712 0.0484 -4.0284
H23 2.1306 1.1510 -3.1195
H24 1.4177 -0.2082 -3.9665
H25 3.9391 -2.7491 -2.9190
H26 2.2155 -3.1794 -2.8252
H27 3.2321 -3.2678 -1.3749
H28 -1.0622 -1.8117 0.1545
H29 -1.3703 -2.8247 2.3574
H30 0.5619 -3.0466 3.9429
H31 2.7536 -2.0534 3.2850
H32 3.0621 -1.0381 1.0990

Values from the calculation:
- Charge: -1
- LUMO energy: -0.1577 eV

Here is a cluster of 3 separate species, C4H10N2O2 in total from OMol25. Energies are from the ωB97M-V functional and the def2-TZVPD basis.

Element x y z (Å)
C1 1.8360 -0.8506 -2.1313
C2 1.2134 -0.3114 -0.8499
C3 1.0914 -0.8821 0.4345
N1 0.6810 0.2144 1.2958
C4 0.3669 1.2790 0.4116
N2 0.7945 0.9803 -0.7785
H1 1.7789 -1.9445 -1.9580
H2 1.3628 -0.4810 -3.0449
H3 2.9125 -0.5733 -2.0372
H4 1.5366 -1.7958 0.7948
H5 0.5424 0.0397 2.3265
H6 -0.0041 2.2403 0.6332
H7 -2.8868 -0.0236 2.9022
H8 -2.7899 0.5945 1.5675
O1 -2.2232 0.3014 2.2593
H9 -2.2928 0.5357 -1.3571
H10 -1.5075 0.2734 -0.0707
O2 -2.4121 0.4035 -0.3979

Values from the calculation:
- Structure (SMILES): Cc1c[nH]cn1.O.O
- LUMO energy: 0.8003 eV

Here is a cluster of 2 separate species, C4H13FN3 in total from OMol25. Energies are from the ωB97M-V functional and the def2-TZVPD basis.

Element x y z (Å)
F1 1.5358 1.4143 0.3757
C1 3.6911 1.5976 -0.6124
C2 2.2173 1.8829 -0.7496
H1 4.1021 2.0985 0.2802
H2 4.2271 1.9686 -1.5021
H3 3.8698 0.5131 -0.5208
H4 2.0089 2.9668 -0.8352
H5 1.7770 1.3846 -1.6346
C3 0.1764 0.3822 2.8447
N1 -0.5324 0.9655 1.8758
N2 -0.4378 -0.0689 3.9327
N3 1.5020 0.2556 2.7134
C4 -1.8767 0.0283 4.1561
H6 -1.5460 1.0638 1.9730
H7 -0.0629 1.3141 1.0364
H8 0.1358 -0.5105 4.6555
H9 2.0486 -0.1909 3.4540
H10 1.9690 0.6051 1.8730
H11 -2.1065 -0.4244 5.1353
H12 -2.4411 -0.5120 3.3775
H13 -2.2109 1.0794 4.1673

Values from the calculation:
- Charge: +1
- LUMO energy: -2.6339 eV

Values of energy relative to the best compared isomer or geometry (same formula, charge and spin), in order: 2.173; 0.246; 2.054; 0.122, all in eV.
Values of E, in order: -9877.8874; -139334.6245; -11384.8489; -11541.5522, all in eV.
Values of HOMO-LUMO gap, in order: 0.3934; 0.1231; 0.3452; 0.4320, all in Ha.